Entry 1:
Formula: C16H13AsIO7RhS
Source: OMol25
Level of theory: wB97M-V/def2-TZVPD

- highest occupied orbital energy (eV) = -8.635
- net charge = 0
- LUMO energy (eV) = -2.118
- E_tot (eV) = -113917.26791

Last column: natural (NBO) charge in e.
Geometry (Å):
Rh 1.03 0.47 0.21  1.037
O 0.90 -2.27 3.05  -1.065
As 2.37 -1.45 2.49  1.736
O 2.22 -1.78 0.55  -0.859
O 1.77 0.08 2.26  -1.184
C 1.68 -2.82 -0.05  0.412
C 1.36 -4.02 0.60  -0.312
C 0.61 -4.97 -0.06  -0.177
C 0.22 -4.79 -1.38  -0.257
C 0.63 -3.65 -2.06  -0.158
C 1.36 -2.70 -1.41  -0.445
S 1.88 -1.21 -2.26  2.422
O 1.75 -1.47 -3.67  -0.933
O 0.87 -0.20 -1.81  -0.986
O 3.21 -0.84 -1.81  -1.001
H 0.17 -1.64 3.13  0.492
H 1.67 -4.15 1.63  0.227
H 0.34 -5.88 0.46  0.217
H -0.39 -5.53 -1.87  0.218
H 0.39 -3.48 -3.10  0.246
I -1.35 -0.85 0.57  0.431
C -2.33 1.08 0.42  -0.057
C -3.70 1.09 0.40  -0.256
C -4.38 2.31 0.33  -0.209
C -3.68 3.48 0.28  -0.178
C -2.27 3.48 0.29  0.039
C -1.53 4.68 0.22  -0.210
C -0.16 4.67 0.25  -0.189
C 0.54 3.46 0.36  -0.257
C -0.13 2.26 0.42  -0.001
C -1.55 2.24 0.37  -0.189
H -4.25 0.15 0.44  0.227
H -5.46 2.32 0.32  0.226
H -4.19 4.43 0.24  0.218
H -2.06 5.62 0.15  0.216
H 0.40 5.60 0.19  0.223
H 1.62 3.48 0.42  0.238
O 3.26 1.25 -0.21  -0.920
H 3.78 0.98 0.55  0.495
H 3.42 0.55 -0.90  0.527


Entry 2:
Formula: C16H13Br4N8O9V
Source: OMol25
Level of theory: wB97M-V/def2-TZVPD

- highest occupied orbital energy (alpha / beta) (eV) = -7.683 / -7.818
- net charge = 0
- spin multiplicity = 3
- <S²> = 2.0616
- LUMO energy (alpha / beta) (eV) = -1.332 / -1.315
- E_tot (eV) = -353003.59450

Last column: natural (NBO) charge in e.
Geometry (Å):
V -0.57 0.09 0.32  1.315
Br 2.88 -5.80 -0.40  0.100
C 1.65 -4.49 0.16  -0.163
C 0.65 -4.80 1.09  -0.142
Br 0.51 -6.55 1.78  0.103
C -0.26 -3.83 1.51  -0.160
Br -1.61 -4.16 2.77  0.101
C -0.17 -2.54 1.00  0.249
O -0.91 -1.51 1.33  -0.622
C 0.83 -2.24 0.06  0.267
O 0.81 -0.97 -0.32  -0.571
C 1.75 -3.19 -0.35  -0.168
Br 3.07 -2.67 -1.58  0.096
C 2.41 4.69 -0.65  -0.422
N 1.54 3.63 -1.14  -0.406
C 1.36 3.49 -2.58  -0.419
C 0.97 2.72 -0.32  0.670
N 0.44 1.62 -0.72  -0.749
N 0.97 3.06 1.02  -0.608
C 0.74 2.22 2.09  0.670
N 0.91 2.81 3.30  -0.792
N 0.45 0.98 1.93  -0.726
H 3.10 4.96 -1.44  0.229
H 3.00 4.35 0.20  0.217
H 1.85 5.59 -0.37  0.199
H 1.61 4.43 -3.06  0.223
H 0.32 3.26 -2.80  0.224
H 2.00 2.71 -2.99  0.209
H 0.62 1.38 -1.69  0.403
H 1.02 4.04 1.23  0.412
H 1.03 3.80 3.38  0.398
H 0.49 2.36 4.10  0.414
H 0.32 0.47 2.80  0.398
O -6.94 2.24 -3.39  -0.374
N -6.22 2.62 -2.49  0.537
O -6.39 3.64 -1.85  -0.389
C -5.07 1.80 -2.14  -0.047
C -4.25 2.19 -1.09  -0.127
C -3.19 1.39 -0.78  -0.045
C -2.82 0.22 -1.50  0.475
O -1.71 -0.36 -1.23  -0.625
C -3.73 -0.15 -2.52  -0.083
C -4.82 0.63 -2.84  -0.118
N -3.51 -1.35 -3.33  0.533
O -4.16 -1.46 -4.36  -0.394
O -2.71 -2.17 -2.94  -0.339
N -2.36 1.68 0.35  0.342
O -2.21 0.66 1.19  -0.444
O -2.10 2.85 0.71  -0.403
H -4.46 3.09 -0.52  0.269
H -5.47 0.33 -3.65  0.284


Entry 3:
Formula: C16H13BrHfIN7S
Source: OMol25
Level of theory: wB97M-V/def2-TZVPD

- highest occupied orbital energy (eV) = -14.711
- net charge = +2
- LUMO energy (eV) = -8.709
- E_tot (eV) = -117502.92541

Last column: natural (NBO) charge in e.
Geometry (Å):
Hf 8.43 9.27 12.08  2.036
C 5.19 10.43 14.90  -0.709
C 6.26 10.46 13.78  0.385
N 6.94 9.27 13.51  -0.491
N 6.57 8.18 14.31  -0.405
C 7.21 7.09 14.14  0.397
N 6.95 6.01 14.88  -0.748
S 8.64 6.98 12.99  -0.260
C 6.75 11.58 13.10  0.108
C 6.20 12.89 13.15  -0.141
C 6.77 13.89 12.35  -0.077
C 7.80 13.57 11.48  -0.206
C 8.29 12.30 11.43  0.094
N 7.75 11.33 12.18  -0.618
H 5.29 9.36 15.16  0.294
H 4.19 10.66 14.45  0.273
H 5.39 11.10 15.77  0.277
H 6.24 5.99 15.61  0.437
H 7.35 5.08 14.62  0.437
H 5.27 13.13 13.60  0.263
H 6.37 14.88 12.24  0.267
H 8.14 14.23 10.67  0.273
H 9.18 11.98 10.81  0.239
Br 14.47 10.25 13.33  0.133
C 13.96 9.19 11.83  -0.121
C 14.93 8.56 11.10  -0.205
C 14.58 7.84 9.97  -0.152
C 13.25 7.63 9.68  -0.180
C 12.21 8.19 10.45  -0.235
C 12.59 8.92 11.58  -0.137
I 11.19 9.85 12.91  0.347
H 15.94 8.49 11.47  0.264
H 15.33 7.45 9.27  0.258
H 12.94 7.02 8.83  0.248
H 11.19 8.08 10.19  0.213
N 7.50 8.95 10.30  -0.940
C 7.33 8.99 9.10  0.781
N 7.23 8.97 7.87  -0.502
C 6.98 9.96 7.05  0.370
N 6.77 10.75 6.19  -0.267


Entry 4:
Formula: C16H13ClN2S2
Source: OMol25
Level of theory: wB97M-V/def2-TZVPD

- SMILES = Nc1ccccc1SCc1csc(-c2ccc(Cl)cc2)n1
- highest occupied orbital energy (eV) = -7.803
- net charge = 0
- LUMO energy (eV) = -0.023
- E_tot (eV) = -53976.77641

Last column: natural (NBO) charge in e.
Geometry (Å):
N 2.73 1.02 3.78  -0.804
C 2.35 -0.29 3.91  0.175
C 2.51 -0.97 5.12  -0.264
C 2.21 -2.31 5.23  -0.187
C 1.75 -3.02 4.13  -0.257
C 1.58 -2.36 2.92  -0.193
C 1.86 -1.01 2.81  -0.235
S 1.61 -0.15 1.27  0.212
C 0.01 -0.88 0.71  -0.529
C -0.75 0.13 -0.06  0.105
C -1.41 1.21 0.46  -0.428
S -2.13 2.14 -0.79  0.397
C -1.48 0.99 -1.96  0.062
N -0.81 0.04 -1.41  -0.438
C -1.70 1.14 -3.37  -0.040
C -2.44 2.20 -3.90  -0.190
C -2.64 2.32 -5.26  -0.234
C -2.10 1.36 -6.11  -0.021
C -1.36 0.30 -5.61  -0.231
C -1.16 0.19 -4.25  -0.177
H -0.59 -0.63 -3.84  0.240
H -0.94 -0.43 -6.29  0.230
Cl -2.35 1.51 -7.81  0.012
H -3.21 3.14 -5.66  0.230
H -2.86 2.94 -3.23  0.217
H -1.50 1.50 1.48  0.244
H 0.22 -1.74 0.08  0.238
H -0.52 -1.18 1.61  0.240
H 1.23 -2.91 2.06  0.213
H 1.52 -4.07 4.21  0.213
H 2.34 -2.81 6.18  0.213
H 2.88 -0.42 5.97  0.206
H 2.80 1.56 4.63  0.384
H 2.38 1.51 2.97  0.395